Record 1
ORCA calculation (the ωB97M-V functional and the def2-TZVPD basis) on a structure of composition C23H42GeIrN2O3Se.

```
73
C23H42GeIrN2O3Se (the ωB97M-V functional and the def2-TZVPD basis)
Ir -0.3377 -0.8177 0.1433
C -0.6940 -5.2827 2.1224
N -0.9070 -4.1295 2.9759
C -0.9624 -4.4837 4.3769
C -1.0642 -2.9312 2.4352
O -0.9832 -2.7470 1.2058
C -1.3955 -1.7331 3.3244
O -1.0497 -0.5184 2.6780
C -0.1849 0.3638 3.3652
C 1.1165 0.5862 2.5904
O 1.3576 -0.0717 1.5577
N 1.9556 1.5079 3.0341
C 3.1209 1.8625 2.2468
C 1.8299 2.2716 4.2561
H 0.2838 -5.7125 2.3347
H -1.4603 -6.0314 2.3209
H -0.7444 -4.9824 1.0794
H -0.0704 -5.0677 4.6071
H -0.9986 -3.6265 5.0394
H -1.8346 -5.1108 4.5707
H -2.4855 -1.7350 3.4665
H -0.9112 -1.8092 4.2992
H -0.7119 1.3208 3.4697
H 0.0457 -0.0163 4.3649
H 3.1172 1.2945 1.3194
H 3.0920 2.9318 2.0271
H 4.0307 1.6387 2.8040
H 1.1015 1.8481 4.9380
H 2.8011 2.2777 4.7501
H 1.5598 3.3064 4.0313
C 2.4363 -1.3682 -5.4114
Ge 1.6863 -0.7888 -3.6784
C 0.1211 0.4208 -3.8372
C 3.0442 -0.0951 -2.3990
C 0.8738 -2.5536 -2.9760
Se 0.7060 -2.8764 -1.0919
C 2.5604 -3.1433 -0.5655
H 2.8788 -0.5370 -5.9519
H 1.6451 -1.7907 -6.0247
H 3.2024 -2.1245 -5.2634
H 0.4397 1.4358 -4.0625
H -0.4543 0.4370 -2.9092
H -0.5236 0.0878 -4.6450
H 3.3609 0.8928 -2.7225
H 3.9293 -0.7256 -2.3852
H 2.6391 -0.0078 -1.3910
H 1.4173 -3.3938 -3.4078
H -0.1489 -2.5979 -3.3582
H 2.9399 -4.0347 -1.0603
H 2.5722 -3.2967 0.5107
H 3.1712 -2.2806 -0.8183
C -3.4252 0.9681 -0.8169
C -2.1914 1.8332 -0.5025
C -2.3597 2.3263 0.9560
C -0.9058 1.0786 -0.6269
C -1.9970 2.9767 -1.4799
C -1.3755 4.1649 -1.0665
C -1.2456 5.2330 -1.9275
C -1.6892 5.1310 -3.2426
C -2.2688 3.9423 -3.6789
C -2.3987 2.8717 -2.8193
H -3.4707 0.1335 -0.1170
H -3.4012 0.5547 -1.8203
H -4.3289 1.5669 -0.7104
H -2.5928 1.4721 1.5853
H -3.1753 3.0434 1.0144
H -1.4546 2.7893 1.3407
H -0.0386 1.6812 -0.9108
H -1.0192 4.2678 -0.0549
H -0.7843 6.1454 -1.5858
H -1.5551 5.9530 -3.9321
H -2.6029 3.8476 -4.7002
H -2.8334 1.9566 -3.1899
```

The calculation puts the orbital gap (spin up / spin down) at 6.17 / 6.52 eV. The net charge is +2. Its multiplicity is 2. The HOMO energy (spin up / spin down) comes out at -13.7 / -13.7 eV.

Results of the Löwdin charge analysis, in e, for atoms 1 through 4: atom 1 (Ir): 1.058, atom 2 (C): 0.004, atom 3 (N): -0.116, atom 4 (C): -0.003

Record 2
ORCA calculation (the ωB97M-V functional and the def2-TZVPD basis) on a cluster of 10 separate species, H20N2O11 in total.

```
33
H20N2O11 (the ωB97M-V functional and the def2-TZVPD basis)
N -0.4688 0.2393 0.2023
H -0.1518 0.8813 -0.5717
H -1.3238 -0.2437 -0.0697
H -0.4438 0.6843 1.1863
H 0.3042 -0.4767 0.5303
N -1.3308 -0.5477 4.0453
O -1.9288 -1.1237 4.9963
O -0.0608 -0.6457 3.8913
O -2.0138 0.0253 3.2063
O 1.6332 -2.8297 0.0653
H 1.5242 -2.9787 0.8743
H 2.3672 -2.1467 0.1243
O -2.1318 -2.4547 1.1863
H -1.8208 -3.1697 1.8133
H -2.8318 -1.8967 1.6963
O 2.9462 1.8413 -1.4767
H 3.7562 2.0383 -1.9247
H 2.3072 1.5353 -1.9067
O 1.0072 0.7103 -3.1727
H 0.7372 1.0413 -4.0577
H 1.5782 -0.0067 -3.5777
O 2.6852 -0.3107 0.5173
H 2.6462 0.2203 1.2413
H 3.2462 0.1633 0.1133
O -1.1068 -1.2187 -3.0837
H -0.9138 -2.1487 -2.7327
H -0.2428 -0.6557 -2.7617
O -0.6118 3.1473 1.7363
H -1.1098 3.2543 2.5403
H 0.0312 3.8873 1.7293
O -2.5278 1.2773 -1.9507
H -2.2958 0.5353 -2.4807
H -3.4528 1.3733 -1.9297
```

The calculation puts the orbital gap at 6.92 eV. The calculation puts the energy above the lowest of the compared OMol25 structures with the same formula, charge and spin at 53.40 kcal per mole. The HOMO energy comes out at -7.6 eV.

Results of the natural (NBO) charge analysis, in e, for atoms 1 through 4: atom 1 (N): -0.929, atom 2 (H): 0.446, atom 3 (H): 0.469, atom 4 (H): 0.503

Record 3
ORCA calculation (the ωB97M-V functional and the def2-TZVPD basis) on a structure of composition C63H133F4N9O15PtS4.

```
229
C63H133F4N9O15PtS4 (the ωB97M-V functional and the def2-TZVPD basis)
Pt -2.1640 -5.6358 -1.1028
N -2.0409 -6.6433 -4.3746
S -2.3303 -7.8873 -5.2420
O -1.3796 -8.3959 -6.2331
O -3.7088 -8.1563 -5.4487
F -2.1374 -8.9386 -4.0395
S -1.5913 -5.7747 -5.8591
O -2.6829 -5.6067 -6.7641
O -0.1441 -5.8976 -6.2241
F -1.5492 -4.3501 -5.1500
N -1.3246 -2.4361 -0.2959
S 0.2834 -1.8972 -0.5867
O 1.2703 -1.8523 0.4896
O 0.5262 -1.0432 -1.7569
F 0.6283 -3.2572 -1.3590
S -1.8214 -1.0022 0.0846
O -2.5975 -0.2501 -0.9009
O -0.9442 -0.1721 0.9793
F -2.9467 -1.5165 1.2156
C 9.2006 -4.4614 -7.2426
C 9.4217 -5.4561 -6.0446
C 10.4901 -4.8722 -5.1681
C 10.4183 -5.1913 -3.6219
C 9.0107 -5.1267 -3.0104
C 7.9776 -5.9263 -3.8534
N 8.1417 -5.6106 -5.3206
O 7.3100 -6.3740 -6.1123
C 8.1676 -7.4060 -3.6093
C 6.5500 -5.4344 -3.3859
C 9.9558 -6.8737 -6.4894
H 8.4127 -4.8274 -7.9009
H 10.0366 -4.5225 -7.9393
H 8.9622 -3.4228 -7.0134
H 11.5064 -5.2213 -5.3507
H 10.4873 -3.7927 -5.3186
H 11.0019 -4.4670 -3.0536
H 10.8105 -6.1749 -3.3632
H 8.7037 -4.0810 -3.0288
H 9.0204 -5.4655 -1.9744
H 8.1528 -7.7299 -2.5687
H 7.4505 -8.0440 -4.1258
H 9.1746 -7.6684 -3.9337
H 6.4003 -4.3558 -3.4335
H 5.8690 -5.9289 -4.0785
H 6.3389 -5.6990 -2.3497
H 9.2722 -7.7120 -6.3551
H 10.9159 -7.0959 -6.0235
H 10.2592 -6.8729 -7.5363
H 7.6744 -7.2471 -5.9494
C -8.2018 2.7060 -1.9036
C -8.5496 3.9078 -0.9442
C -7.4568 4.4958 -0.0525
C -6.5463 5.4392 -0.8444
C -7.3501 6.5912 -1.5507
C -8.5441 6.0458 -2.3753
N -9.2409 5.0553 -1.5740
O -10.4057 4.6436 -2.1467
C -9.5171 7.2935 -2.6075
C -8.1292 5.5159 -3.6955
C -9.5177 3.2735 0.1694
H -7.3541 2.8498 -2.5736
H -9.0742 2.3286 -2.4371
H -7.9784 1.8016 -1.3378
H -7.7239 4.9347 0.9088
H -6.7869 3.6639 0.1648
H -6.0755 4.8976 -1.6648
H -5.8007 5.7324 -0.1052
H -6.7611 7.2988 -2.1343
H -7.7226 7.1947 -0.7230
H -8.8495 8.1372 -2.7822
H -10.1712 7.0385 -3.4413
H -10.1099 7.4730 -1.7106
H -8.9783 5.2035 -4.3033
H -7.6804 6.3607 -4.2180
H -7.5167 4.6163 -3.7565
H -10.5241 3.0703 -0.1965
H -9.8156 4.0190 0.9068
H -9.1222 2.4068 0.6992
H -11.0690 5.1711 -1.6960
C 7.7976 1.8458 2.0051
C 7.3002 2.7933 0.9085
C 5.7161 2.9440 0.9798
C 5.3036 3.8777 2.0750
C 5.9884 5.2771 1.8398
C 7.5713 5.2438 1.7536
N 7.9363 4.1499 0.8460
O 9.3196 3.9127 0.8092
C 7.9318 6.5654 0.9868
C 8.3563 5.0753 3.1355
C 7.5306 2.0709 -0.4630
H 7.5187 2.1560 3.0121
H 8.8822 1.7655 2.0769
H 7.3062 0.8760 1.9272
H 5.2710 3.2859 0.0454
H 5.2850 1.9721 1.2201
H 5.3098 3.3859 3.0477
H 4.2364 4.0131 1.8991
H 5.6046 6.0481 2.5079
H 5.5472 5.5000 0.8684
H 9.0097 6.6524 0.8497
H 7.4397 6.6457 0.0175
H 7.6489 7.4136 1.6101
H 9.3939 5.3841 3.0087
H 7.8838 5.6240 3.9502
H 8.4348 4.0303 3.4354
H 8.5227 1.6609 -0.6520
H 7.4431 2.7503 -1.3109
H 6.7939 1.2695 -0.5193
H 9.4359 3.2821 1.5237
C 0.0965 1.5942 -7.8105
C 1.3058 0.9841 -8.6057
C 1.9263 1.9785 -9.6187
C 2.7840 3.1254 -9.0540
C 3.9039 2.5942 -8.1385
C 3.4120 1.5433 -7.0789
N 2.4100 0.5864 -7.7465
O 2.0606 -0.3460 -6.8531
C 4.6171 0.6097 -6.7531
C 2.8086 2.3258 -5.8731
C 0.7212 -0.2422 -9.3743
H 0.1485 2.6827 -7.8339
H -0.1735 1.1460 -6.8543
H -0.7876 1.4258 -8.4253
H 2.5923 1.4485 -10.2997
H 1.0973 2.4116 -10.1784
H 2.1017 3.7767 -8.5078
H 3.0321 3.8337 -9.8445
H 4.1717 3.4668 -7.5427
H 4.8547 2.3896 -8.6305
H 4.5002 0.1391 -5.7769
H 4.7441 -0.0816 -7.5863
H 5.5230 1.1822 -6.5539
H 3.5334 3.0660 -5.5341
H 1.8752 2.8488 -6.0813
H 2.7515 1.7666 -4.9392
H 0.2611 -0.9430 -8.6776
H 1.3291 -0.7006 -10.1543
H 0.0281 0.1557 -10.1155
H 1.5008 0.2142 -6.3105
C 1.1949 -3.5557 7.1760
C 0.8850 -2.0258 7.6254
C -0.4827 -1.5579 7.1378
C -1.6880 -2.0169 7.9523
C -1.4373 -1.7176 9.4788
C -0.1006 -2.4217 10.0156
N 0.9948 -1.9823 9.0708
O 2.2346 -2.3710 9.4701
C 0.1680 -1.8585 11.5289
C -0.2344 -3.9321 10.2656
C 1.9480 -1.0400 6.9390
H 2.2377 -3.8693 7.1279
H 0.8593 -3.6126 6.1405
H 0.5842 -4.3333 7.6348
H -0.4541 -0.4807 6.9731
H -0.5872 -2.0307 6.1613
H -1.9142 -3.0715 7.7952
H -2.6095 -1.5389 7.6197
H -2.2799 -2.0959 10.0576
H -1.2705 -0.6511 9.6302
H 1.1281 -2.1651 11.9439
H 0.2710 -0.8029 11.7804
H -0.7245 -2.1437 12.0860
H -0.4199 -4.6068 9.4299
H 0.6949 -4.3140 10.6883
H -0.9919 -4.0474 11.0408
H 2.9735 -1.3142 7.1865
H 1.8184 -0.0477 7.3711
H 1.8440 -0.9906 5.8550
H 2.5859 -1.5281 9.7664
C -5.3435 -5.8969 2.5392
C -6.6262 -6.0463 1.6285
C -7.5291 -4.9215 2.1376
C -8.7113 -4.6213 1.1613
C -8.0461 -4.2289 -0.1654
C -7.1980 -5.3747 -0.8069
N -6.2047 -5.8849 0.2252
O -5.4441 -6.9644 -0.2448
C -8.1690 -6.4263 -1.4033
C -6.4093 -4.7242 -1.9289
C -7.2777 -7.4813 1.8642
H -4.7638 -6.8180 2.5992
H -5.6502 -5.6608 3.5582
H -4.6244 -5.1240 2.2680
H -7.9541 -5.2746 3.0772
H -7.0274 -3.9766 2.3462
H -9.2382 -3.7656 1.5836
H -9.2637 -5.5572 1.0771
H -7.3949 -3.3556 -0.1280
H -8.8699 -4.0048 -0.8432
H -8.8829 -6.8986 -0.7285
H -8.7230 -5.8859 -2.1709
H -7.7528 -7.1010 -2.1514
H -7.0766 -4.1749 -2.5931
H -5.7475 -3.9405 -1.5602
H -5.7521 -5.3763 -2.5041
H -7.8644 -7.5584 2.7796
H -6.4990 -8.2380 1.9599
H -7.9224 -7.7745 1.0357
H -6.0649 -7.6919 -0.1609
C -0.4124 7.0208 5.9646
C -1.7107 7.2320 5.1564
C -1.6101 6.6268 3.6623
C -1.5645 5.1032 3.6335
C -2.6978 4.5241 4.4017
C -2.9892 5.0938 5.8365
N -2.8741 6.5642 5.8804
O -3.2326 7.0896 7.1134
C -4.4927 4.7745 6.1006
C -2.0903 4.4032 6.9187
C -2.0891 8.7344 4.9015
H -0.5966 7.1837 7.0265
H 0.3235 7.7527 5.6317
H 0.0645 6.0414 5.9269
H -2.5261 6.9900 3.1964
H -0.6824 7.0124 3.2396
H -0.6535 4.8200 4.1608
H -1.4749 4.7182 2.6178
H -2.3406 3.5243 4.6485
H -3.6103 4.4561 3.8094
H -4.6228 3.7413 6.4226
H -4.8575 5.3383 6.9592
H -5.1547 4.9336 5.2494
H -1.0539 4.3155 6.5927
H -1.9492 4.9387 7.8577
H -2.4098 3.3835 7.1333
H -1.4606 9.2362 4.1658
H -1.9012 9.1943 5.8718
H -3.1509 8.8568 4.6879
H -4.0905 7.4232 6.8408
```

The calculation puts the orbital gap (spin up / spin down) at 3.97 / 1.35 eV. Its multiplicity is 3. The HOMO energy (spin up / spin down) comes out at -7.2 / -7.2 eV.

Results of the Löwdin charge analysis, in e, for atoms 1 through 4: atom 1 (Pt): 0.870, atom 2 (N): -0.283, atom 3 (S): 0.371, atom 4 (O): -0.287

Record 4
ORCA calculation (the ωB97M-V functional and the def2-TZVPD basis) on an isolated molecule of C21H18ClN7O3.

```
50
C21H18ClN7O3 (the ωB97M-V functional and the def2-TZVPD basis)
N -2.0328 3.5721 4.2862
C -1.6012 2.9707 5.4037
O -1.4745 3.5025 6.4802
C -1.3212 1.4630 5.2040
N -0.5604 1.1938 4.0188
C 0.6782 0.6900 3.9281
C 1.0106 0.6369 2.5803
C -0.1325 1.1698 1.9176
N -1.0561 1.4873 2.8166
C -0.3897 1.4364 0.5070
C 0.6213 1.8338 -0.3635
C 0.3311 2.1209 -1.6839
C -0.9698 2.0308 -2.1510
C -1.9855 1.6563 -1.2861
C -1.6989 1.3605 0.0331
H -2.4850 1.0691 0.7130
H -3.0041 1.5961 -1.6413
H -1.1917 2.2576 -3.1832
H 1.1239 2.4243 -2.3517
H 1.6317 1.9299 -0.0023
C 2.2345 0.0902 2.0657
N 2.3791 -0.1843 0.8337
N 3.5412 -0.6656 0.3812
C 3.7781 -0.9250 -0.9435
O 4.9068 -1.1451 -1.3357
C 2.6045 -0.9353 -1.8229
C 2.5562 -0.7784 -3.1875
C 1.2032 -0.9185 -3.5500
C 0.5226 -1.1642 -2.3872
O 1.3652 -1.1773 -1.3452
C -0.9178 -1.4732 -2.1354
N -1.3134 -2.6917 -2.7970
C -0.8340 -3.9334 -2.5813
C -1.4771 -4.7525 -3.4863
C -2.3270 -3.9038 -4.2118
N -2.2043 -2.6656 -3.7778
H -3.0009 -4.1492 -5.0062
Cl -1.2764 -6.4420 -3.6741
H -0.1010 -4.1489 -1.8323
H -1.0713 -1.5559 -1.0552
H -1.5596 -0.6838 -2.5337
H 0.7829 -0.8559 -4.5325
H 3.3915 -0.5837 -3.8276
H 4.3501 -0.7402 1.0058
H 3.0292 -0.0907 2.8020
H 1.2372 0.3917 4.7922
H -0.7827 1.0908 6.0761
H -2.2919 0.9598 5.1361
H -2.2088 4.5628 4.2986
H -2.0096 3.0668 3.4059
```

The calculation puts the orbital gap at 8.75 eV. As for the SMILES: NC(=O)Cn1cc(/C=N/NC(=O)c2ccc(Cn3cc(Cl)cn3)o2)c(-c2ccccc2)n1. The HOMO energy comes out at -8.5 eV.

Results of the natural (NBO) charge analysis, in e, for atoms 1 through 4: atom 1 (N): -0.829, atom 2 (C): 0.661, atom 3 (O): -0.603, atom 4 (C): -0.309

Record 5
ORCA calculation (the ωB97M-V functional and the def2-TZVPD basis) on an isolated molecule of C19H25N5OS.

```
51
C19H25N5OS (the ωB97M-V functional and the def2-TZVPD basis)
C 2.5816 0.6809 -1.5499
H 2.6129 1.7004 -1.9294
O 2.5557 0.7765 -0.1453
C 2.7187 -0.4363 0.5510
C 1.4419 -1.2951 0.6623
H 1.2808 -1.5582 1.7081
H 0.5948 -0.6866 0.3479
C 1.4657 -2.5940 -0.1564
N 1.3819 -2.3785 -1.5795
C 0.2767 -2.1997 -2.3400
N -0.9358 -2.4913 -1.8268
H -1.0527 -2.5254 -0.8255
C -2.1437 -2.4261 -2.6096
H -2.7482 -3.3151 -2.4077
H -1.8408 -2.4269 -3.6599
C -2.9734 -1.1673 -2.3061
N -2.1953 0.0361 -2.4270
C -1.5976 0.5943 -1.3492
N -1.8764 0.1169 -0.1567
C -1.3310 0.6825 0.9397
C -1.6625 0.1392 2.1946
C -1.0998 0.6368 3.3408
C -0.1694 1.6894 3.2518
C 0.1819 2.2571 2.0547
C -0.4149 1.7691 0.8656
C -0.1347 2.2811 -0.4152
C -0.7177 1.7174 -1.5251
C -0.4637 2.2179 -2.8153
N -0.2693 2.6265 -3.8706
H 0.5400 3.1143 -0.5362
C 1.2029 3.3491 1.9901
H 1.5705 3.5869 2.9851
H 0.7802 4.2533 1.5536
H 2.0419 3.0292 1.3729
H 0.2800 2.0539 4.1652
C -1.4438 0.0811 4.6880
H -1.9021 0.8529 5.3056
H -2.1365 -0.7519 4.6025
H -0.5442 -0.2599 5.1994
H -2.3689 -0.6766 2.2238
H -1.8214 0.2601 -3.3386
H -3.8167 -1.1229 -2.9999
H -3.3431 -1.1976 -1.2790
S 0.4954 -1.7037 -3.9104
H 2.2320 -2.1024 -2.0485
H 0.6382 -3.2361 0.1567
H 2.3955 -3.1355 0.0412
H 3.5343 -1.0223 0.1004
H 3.0327 -0.1282 1.5517
H 1.6915 0.1881 -1.9522
H 3.4760 0.1467 -1.8925
```

The calculation puts the orbital gap at 7.89 eV. As for the SMILES: COCCCNC(=S)NCCNc1nc2cc(C)cc(C)c2cc1C#N. The calculation puts the energy above the lowest of the compared OMol25 structures with the same formula, charge and spin at 9.28 kcal per mole. The HOMO energy comes out at -8.0 eV.

Results of the natural (NBO) charge analysis, in e, for atoms 1 through 4: atom 1 (C): -0.259, atom 2 (H): 0.197, atom 3 (O): -0.551, atom 4 (C): -0.062

Record 6
ORCA calculation (the ωB97M-V functional and the def2-TZVPD basis) on an isolated molecule of C11H13N3Si.

```
28
C11H13N3Si (the ωB97M-V functional and the def2-TZVPD basis)
C -0.6993 -3.7620 0.6321
C -0.1286 -2.7406 0.5177
C 0.6914 -1.6264 0.4698
C 0.1942 -0.2876 0.2175
C 1.3850 0.4246 -0.0728
C 3.9648 1.1882 -0.6132
C 3.7222 -0.1079 -0.2236
C 2.7674 2.0692 -0.6779
C -1.5441 2.1845 0.4379
C -2.7264 -0.6425 1.3383
C -2.2868 -0.1781 -1.5945
N 2.0138 -1.6584 0.3536
N 1.5401 1.6995 -0.4575
N 2.4050 -0.4914 0.0232
Si -1.6665 0.3340 0.1701
H -1.2731 -4.5627 0.6329
H 4.9625 1.6441 -0.7439
H 4.5539 -0.8382 -0.2176
H 2.8263 3.1213 -0.8194
H -2.4065 2.5282 -0.0649
H -1.5407 2.4880 1.4759
H -0.6306 2.5184 0.1214
H -2.1042 -1.3361 1.9666
H -3.2491 0.0595 1.9858
H -3.3704 -1.3554 0.7982
H -3.3543 0.0396 -1.5460
H -1.9968 0.5009 -2.4667
H -2.0494 -1.2129 -1.6430
```

The calculation puts the orbital gap at 8.56 eV. As for the SMILES: C#Cc1nn2cccnc2c1[Si](C)(C)C. The calculation puts the energy above the lowest of the compared OMol25 structures with the same formula, charge and spin at 0.00 kcal per mole. The HOMO energy comes out at -8.4 eV.

Results of the natural (NBO) charge analysis, in e, for atoms 1 through 4: atom 1 (C): -0.164, atom 2 (C): -0.036, atom 3 (C): 0.055, atom 4 (C): -0.478

| no. | F_max (eV/Å) |
| --- | --- |
| 1 | 4.1 |
| 2 | 11.8 |
| 3 | 7.3 |
| 4 | 1.2 |
| 5 | 1.1 |
| 6 | 4.1 |